(1)
DFT (ωB97M-V/def2-TZVPD) results for a cluster of 3 separate species, C32H66F9N8O5P2 in total.

Each line ends with the Löwdin charge.
Geometry (Å):
C 1.08860 0.22738 -0.03982  -0.06
C 1.34753 -0.93351 0.92873  -0.23
O 0.16533 -1.68178 1.22404  -0.15
C -0.02734 -2.71812 0.30098  -0.23
C -1.41229 -3.32179 0.55553  -0.07
C -2.32791 -3.32357 -0.66108  -0.20
N -2.85905 -4.61798 -1.15753  0.19
C -3.89757 -4.40112 -1.87064  0.05
C -4.31904 -2.93629 -1.95304  -0.27
C -5.87685 -3.00334 -1.93213  -0.11
C -6.52654 -2.44899 -0.65754  -0.19
C -8.05931 -2.41773 -0.81328  -0.17
C -8.78912 -2.66857 0.49699  -0.19
N -8.82317 -1.47158 1.35781  0.07
C -7.91454 -1.46304 2.42027  -0.53
C -7.11861 -0.18533 2.62270  0.01
O -7.78389 -2.41742 3.15436  0.06
C -3.64102 -2.47278 -3.28005  -0.06
C -4.29219 -1.33618 -4.07607  -0.04
C -3.96654 0.09515 -3.64292  -0.43
F -2.83811 0.17719 -2.92270  0.14
F -3.74122 0.80443 -4.77266  0.12
C -5.14019 0.82933 -2.91494  -0.34
F -5.88574 1.41706 -3.86733  0.16
F -5.93209 -0.05902 -2.28527  0.14
C -4.71879 1.95052 -1.93695  -0.34
F -4.23579 1.38229 -0.81542  0.15
F -3.76545 2.70126 -2.49376  0.19
C -5.90752 2.89228 -1.50795  -0.53
F -5.75790 3.22597 -0.22136  0.18
F -5.89897 4.00151 -2.23904  0.19
F -7.09147 2.28103 -1.63795  0.17
C -3.62857 -2.50831 -0.62605  -0.27
O -3.27737 -1.16332 -0.53647  0.04
H 0.12248 0.15798 -0.54818  0.07
H 1.84630 0.20090 -0.82706  0.06
H 1.17224 1.20232 0.43821  0.05
H 1.77793 -0.55413 1.85437  0.11
H 2.11770 -1.58146 0.49803  0.09
H 0.75617 -3.47736 0.42480  0.13
H 0.07732 -2.32749 -0.72251  0.12
H -1.27652 -4.34995 0.90682  0.12
H -1.85087 -2.77950 1.39539  0.13
H -1.67963 -3.01784 -1.48726  0.15
H -2.46675 -5.53638 -0.98096  0.19
H -4.41082 -5.24114 -2.32786  0.17
H -6.32291 -2.50201 -2.79047  0.11
H -6.19648 -4.04699 -2.00172  0.12
H -6.32082 -3.14549 0.16075  0.12
H -6.13660 -1.45947 -0.41589  0.11
H -8.38206 -1.48482 -1.28427  0.12
H -8.34575 -3.21909 -1.50316  0.12
H -8.36126 -3.50587 1.04731  0.12
H -9.82290 -2.94408 0.27555  0.12
H -8.65671 -0.65135 0.78750  0.11
H -6.07812 -0.39314 2.37362  0.08
H -7.47899 0.61730 1.97717  0.07
H -7.21795 0.13382 3.65742  0.09
H -2.59224 -2.21906 -3.13533  0.13
H -3.66224 -3.33478 -3.95426  0.13
H -3.89400 -1.39717 -5.08914  0.14
H -5.37129 -1.44338 -4.16644  0.12
H -4.14439 -2.89757 0.25697  0.17
H -3.37714 -0.83551 0.36240  0.12
O 4.40118 -1.03849 -0.57668  -0.28
P 5.70639 -1.08948 -1.27279  0.59
N 5.69672 0.32164 -2.21011  -0.30
C 6.43216 0.56480 -3.43372  -0.11
C 5.48674 1.54584 -1.44391  -0.13
N 5.55741 -2.50549 -2.26068  -0.31
C 5.28090 -2.39168 -3.68369  -0.13
C 4.69658 -3.51158 -1.65166  -0.15
N 7.30139 -1.31459 -0.90528  -0.31
C 7.90009 -0.37614 0.04379  -0.11
C 8.23092 -2.25269 -1.51967  -0.09
H 7.50834 0.73677 -3.27909  0.09
H 6.02600 1.45901 -3.90982  0.09
H 6.31677 -0.23884 -4.14929  0.04
H 6.41591 1.93401 -1.00461  0.07
H 4.78140 1.35628 -0.63440  0.06
H 5.05559 2.32446 -2.07688  0.08
H 4.43732 -1.72510 -3.90925  0.09
H 5.04755 -3.38104 -4.08105  0.08
H 6.15676 -2.05559 -4.23683  0.06
H 3.62896 -3.29592 -1.79061  0.07
H 4.88124 -3.58648 -0.58146  0.08
H 4.91935 -4.48493 -2.09647  0.08
H 8.48813 0.39571 -0.46374  0.08
H 8.55144 -0.89915 0.74537  0.08
H 7.12765 0.11914 0.63540  0.08
H 8.54760 -1.91311 -2.50978  0.08
H 7.81135 -3.24880 -1.60544  0.07
H 9.11864 -2.32912 -0.89014  0.08
O 2.80032 2.11713 2.44933  -0.29
P 2.83826 3.46920 3.05807  0.60
N 4.48316 3.77038 3.30171  -0.30
C 5.03308 4.66860 4.29743  -0.11
C 5.35197 3.66530 2.13691  -0.13
N 1.98965 3.18610 4.54709  -0.32
C 2.71217 3.05569 5.80383  -0.13
C 0.99687 2.12299 4.42307  -0.15
N 2.21884 4.99860 2.86680  -0.31
C 2.55953 5.69789 1.62904  -0.11
C 1.49096 5.79587 3.84410  -0.10
H 4.92441 5.73356 4.04201  0.09
H 6.10068 4.46566 4.39588  0.09
H 4.60297 4.50875 5.27739  0.04
H 5.37108 4.59047 1.54426  0.08
H 5.03639 2.85353 1.48206  0.06
H 6.36996 3.44829 2.46727  0.08
H 3.55229 2.35100 5.74999  0.09
H 2.02427 2.70363 6.57414  0.08
H 3.07712 4.01907 6.15881  0.06
H 1.43690 1.12073 4.47988  0.08
H 0.46415 2.19668 3.47617  0.07
H 0.26324 2.23053 5.22637  0.08
H 3.36691 6.42298 1.77883  0.08
H 1.69255 6.22800 1.23149  0.08
H 2.87878 4.98983 0.86150  0.08
H 2.16104 6.20501 4.60554  0.08
H 0.70629 5.22948 4.33228  0.07
H 1.01475 6.63270 3.32992  0.08

Summary:
**Multiplicity**: 1
**Calculated total energy**: -3654.41647 Ha
**Maximum force**: 0.0893 hartree/bohr
**Kohn-Sham gap**: 5.844 eV
**Net charge**: +1

---

(2)
DFT (ωB97M-V/def2-TZVPD) results for a cluster of 11 separate species, C32H66O21S6 in total.

Each line ends with the Löwdin charge.
Geometry (Å):
C -1.21257 -5.18393 3.23746  -0.01
C -1.06527 -5.86149 1.89062  -0.30
C -0.12940 -5.11604 0.92148  -0.08
O 0.76776 -6.12584 0.45218  0.07
C 0.54450 -7.28382 1.10346  -0.56
O 1.10420 -8.30430 0.89011  0.17
O -0.39128 -7.11508 2.07408  0.08
H -1.35377 -4.10757 3.11505  0.08
H -0.29358 -5.32784 3.80216  0.09
H -2.07772 -5.57807 3.76666  0.09
H -2.03272 -6.03359 1.41553  0.14
H 0.46348 -4.35593 1.43408  0.11
H -0.68085 -4.66675 0.09899  0.11
C 5.19220 0.02262 -5.70326  -0.02
C 5.15464 0.97299 -4.53504  -0.32
C 4.87222 2.46380 -4.89139  -0.05
O 3.70779 2.77750 -4.09759  0.07
C 3.29862 1.71045 -3.40922  -0.56
O 2.31139 1.60997 -2.75505  0.12
O 4.06477 0.62755 -3.69936  0.08
H 4.19800 -0.02449 -6.14259  0.09
H 5.46150 -0.98535 -5.37093  0.08
H 6.04448 0.24766 -6.34782  0.09
H 6.12218 1.02818 -4.02635  0.15
H 4.68653 2.63455 -5.94899  0.13
H 5.63697 3.12939 -4.50059  0.13
C -4.49405 5.35348 3.09126  -0.03
C -4.13899 5.38530 1.61112  -0.28
C -3.23955 6.57417 1.26731  -0.05
O -1.93767 5.96089 1.08430  0.05
C -2.04252 4.61617 1.07015  -0.58
O -1.14744 3.89044 0.78437  0.14
O -3.29188 4.23384 1.36958  0.07
H -3.59736 5.54031 3.68571  0.09
H -4.96331 4.41563 3.37221  0.08
H -5.17613 6.18291 3.29789  0.09
H -5.06311 5.19609 1.07347  0.15
H -3.14036 7.31865 2.04779  0.13
H -3.45363 6.99902 0.28814  0.14
C 3.76486 -0.70683 6.82059  -0.02
C 2.73024 -1.72043 6.38068  -0.31
C 1.25455 -1.30023 6.44433  -0.08
O 0.71747 -1.80366 5.23070  0.06
C 1.69940 -2.26768 4.43550  -0.57
O 1.51322 -2.83365 3.41037  0.16
O 2.90212 -2.04802 5.00913  0.09
H 4.16377 -0.11189 6.00354  0.08
H 4.58813 -1.21140 7.32481  0.08
H 3.34134 -0.03387 7.57272  0.09
H 2.87530 -2.61093 6.99976  0.15
H 1.18716 -0.20840 6.50616  0.12
H 0.66499 -1.70770 7.26189  0.14
C -3.06176 -2.87297 -1.09997  -0.03
C -3.84541 -3.96652 -1.78217  -0.30
C -2.88600 -4.89068 -2.55473  -0.07
O -2.90267 -6.10786 -1.78356  0.06
C -3.88307 -6.06671 -0.85370  -0.58
O -4.18150 -6.96929 -0.14704  0.17
O -4.43741 -4.83272 -0.80974  0.08
H -2.52549 -2.26964 -1.83773  0.06
H -2.29691 -3.25689 -0.42580  0.07
H -3.66348 -2.12449 -0.57893  0.08
H -4.62198 -3.52192 -2.39992  0.15
H -1.84981 -4.56640 -2.58082  0.13
H -3.24824 -5.13249 -3.55417  0.13
C -0.65734 1.23545 -4.35161  -0.26
S -1.86097 1.40252 -5.70228  0.81
O -2.15480 2.85001 -5.86570  -0.56
C -3.26107 0.63218 -4.84535  -0.25
H -0.67028 0.18754 -4.06298  0.02
H -1.09447 1.86177 -3.56882  0.06
H 0.27472 1.65864 -4.70522  0.04
H -3.96986 1.35619 -4.45300  0.06
H -2.82344 0.13344 -3.97228  0.03
H -3.70794 -0.12528 -5.48037  0.04
C 3.30357 2.74403 2.74281  -0.26
S 1.76785 2.09261 3.39531  0.82
O 1.77134 0.60845 3.24233  -0.54
C 2.18315 2.34835 5.12749  -0.25
H 4.13057 2.13307 3.12339  0.06
H 3.45282 3.80142 2.93808  0.06
H 3.34437 2.51907 1.67464  0.05
H 2.78183 1.48681 5.42232  0.03
H 1.30232 2.37101 5.76404  0.05
H 2.79434 3.24364 5.23265  0.05
C 0.70077 4.56470 -2.59806  -0.28
S 1.38736 6.19702 -2.35451  0.81
O 0.33435 7.17943 -2.73886  -0.56
C 1.39216 6.13006 -0.55734  -0.26
H 0.79589 4.26958 -3.63714  0.05
H -0.34571 4.53175 -2.28345  0.06
H 1.20430 3.88432 -1.90833  0.03
H 2.18006 5.43936 -0.26118  0.05
H 0.38153 5.94492 -0.19171  0.03
H 1.63587 7.12556 -0.18037  0.05
C 2.78862 -3.47771 -5.27601  -0.25
S 1.70100 -2.13765 -5.80784  0.79
O 1.32066 -2.45545 -7.21008  -0.55
C 0.30480 -2.62802 -4.77721  -0.27
H 3.60845 -3.09861 -4.65111  0.04
H 3.29999 -3.91389 -6.13024  0.06
H 2.28470 -4.20563 -4.64310  0.05
H -0.54032 -1.97903 -4.99506  0.04
H 0.63872 -2.67541 -3.74415  0.04
H -0.00327 -3.60846 -5.15428  0.06
C -2.85523 1.53926 4.26046  -0.25
S -3.33779 -0.19344 3.99298  0.82
O -4.79238 -0.23467 4.29937  -0.56
C -3.11407 -0.23884 2.17854  -0.24
H -2.04097 1.75874 3.57088  0.04
H -2.60418 1.59239 5.31477  0.04
H -3.71635 2.14831 3.99091  0.04
H -2.37736 -1.04399 2.06115  0.03
H -2.65502 0.65219 1.76067  0.03
H -4.01485 -0.61217 1.70055  0.05
C -0.06523 1.09286 -0.44816  -0.25
S 0.61559 -0.43637 -1.07084  0.85
O -0.46257 -1.24370 -1.74161  -0.58
C 0.86518 -1.37771 0.44389  -0.24
H -1.16054 1.04523 -0.50582  0.06
H 0.27315 1.97030 -0.98543  0.02
H 0.03953 1.20520 0.63401  0.04
H -0.01153 -2.02124 0.54606  0.04
H 1.03906 -0.84401 1.37745  0.03
H 1.69200 -2.06425 0.25589  0.05

Summary:
**Multiplicity**: 1
**Calculated total energy**: -5227.91370 Ha
**ΔE to the lowest compared entry with this formula, charge and spin**: 0.0 kcal/mol
**Maximum force**: 0.0361 hartree/bohr
**Kohn-Sham gap**: 8.414 eV